The ion C12H12N2 with charge +2. Source: the OMol25 dataset; level of theory: wB97M-V/def2-TZVPD.

Output
Multiplicity = 1
HOMO level = -17.4 eV
Charge = +2
Largest force on an atom = 5.69 eV Å⁻¹
HOMO-LUMO gap = 8.31 eV
M = 184.242 g/mol

Geometry as XYZ:
```
26
Properties=species:S:1:pos:R:3:lowdin_charge:R:1
C -2.039 -1.580 -2.158 0.004
C 3.362 0.380 -0.400 0.031
C -2.930 -1.244 -1.144 0.057
C 3.121 1.013 0.849 0.037
C -0.744 -1.252 -2.035 0.074
C 2.278 -0.254 -1.042 0.083
C -2.419 -0.773 0.104 0.046
C 1.922 0.808 1.559 0.058
C -0.236 -0.729 -0.794 -0.066
C 1.032 -0.271 -0.353 -0.069
C -0.405 0.149 1.383 -0.153
C -1.177 1.574 1.506 0.069
N -1.096 -0.546 0.214 0.042
N 0.885 0.237 0.899 0.015
H -2.326 -2.000 -3.134 0.159
H 4.359 0.353 -0.916 0.160
H -4.002 -1.375 -1.253 0.140
H 4.015 1.489 1.397 0.171
H -0.076 -1.411 -2.832 0.125
H 2.412 -0.657 -2.120 0.178
H -3.144 -0.414 0.913 0.189
H 1.617 1.170 2.567 0.178
H -0.642 -0.319 2.345 0.192
H -1.861 1.770 2.376 0.131
H -1.595 1.655 0.555 0.065
H -0.313 2.227 1.514 0.083
```

***

A structure of composition C4H6O2. Source: the OMol25 dataset; level of theory: wB97M-V/def2-TZVPD.

Output
Multiplicity = 1
HOMO level = -10.5 eV
Charge = 0
Largest force on an atom = 0.63 eV Å⁻¹
HOMO-LUMO gap = 11.41 eV
M = 86.090 g/mol

Geometry as XYZ:
```
12
Properties=species:S:1:pos:R:3:lowdin_charge:R:1
C -1.598 -0.091 0.258 -0.037
C -0.236 -0.214 -0.373 -0.334
C 0.896 0.768 -0.035 -0.002
C 1.702 -0.512 0.069 -0.480
O 2.845 -0.844 0.012 0.141
O 0.593 -1.315 0.127 0.055
H -1.546 0.118 1.331 0.086
H -2.175 -1.007 0.094 0.086
H -2.133 0.733 -0.229 0.088
H -0.327 -0.370 -1.453 0.147
H 1.226 1.519 -0.755 0.122
H 0.753 1.214 0.955 0.128
```

***

The molecule C6H13Br3Si. Source: the OMol25 dataset; level of theory: wB97M-V/def2-TZVPD.

Output
Multiplicity = 1
HOMO level = -9.4 eV
SMILES string = CC(C)C(C)(C)[Si](Br)(Br)Br
Charge = 0
Largest force on an atom = 3.94 eV Å⁻¹
HOMO-LUMO gap = 9.47 eV
M = 352.968 g/mol

Geometry as XYZ:
```
23
Properties=species:S:1:pos:R:3:lowdin_charge:R:1
C 1.458 -0.522 0.449 -0.089
C -0.414 -2.034 -0.269 -0.074
C -0.701 1.852 0.839 -0.127
C -0.480 1.017 -1.449 -0.114
C -0.007 -0.652 0.442 -0.466
C -0.757 0.598 -0.028 -0.542
Si -2.952 -0.027 0.074 -0.547
Br -3.671 -1.234 -1.622 0.331
Br -3.661 -0.920 2.024 0.283
Br -4.055 1.873 -0.259 0.322
H 1.958 -0.429 -0.470 0.053
H 1.664 0.567 0.916 0.126
H 1.977 -1.375 0.987 0.105
H -0.438 -1.812 -1.378 0.077
H -1.367 -2.400 0.007 0.001
H 0.246 -2.876 0.054 0.089
H -1.084 1.735 1.934 0.125
H 0.277 2.167 0.720 0.038
H -1.337 2.647 0.419 0.050
H 0.327 1.890 -1.583 0.140
H -0.270 0.130 -2.169 0.107
H -1.413 1.424 -1.742 0.017
H -0.352 -0.702 1.434 0.094
```

***

A cluster of 2 separate species, CH2N2O4P in total. Source: the OMol25 dataset; level of theory: wB97M-V/def2-TZVPD.

Output
Multiplicity = 3
HOMO level (alpha / beta) = -3.0 / -4.2 eV
Charge = -1
Largest force on an atom = 2.12 eV Å⁻¹
HOMO-LUMO gap (alpha / beta) = 6.97 / 5.67 eV
M = 137.011 g/mol

Geometry as XYZ:
```
10
Properties=species:S:1:pos:R:3:lowdin_charge:R:1
C -0.369 -0.937 1.976 -0.834
N -0.961 0.774 -0.096 -0.307
N 1.384 0.188 -1.676 -0.439
O 0.606 -1.522 2.366 -0.018
O 0.861 1.215 -2.198 -0.232
O -1.550 -0.950 2.203 0.016
O 2.109 -0.551 -2.338 -0.136
P 0.445 0.590 0.735 0.920
H -0.838 1.075 -1.093 0.021
H -1.686 0.118 0.121 0.009
```

***

A structure of composition C4H7NO2. Source: the OMol25 dataset; level of theory: wB97M-V/def2-TZVPD.

Output
Multiplicity = 1
HOMO level = -9.5 eV
Charge = 0
Largest force on an atom = 1.88 eV Å⁻¹
HOMO-LUMO gap = 9.93 eV
M = 101.105 g/mol

Geometry as XYZ:
```
14
Properties=species:S:1:pos:R:3:lowdin_charge:R:1
C -0.866 -1.220 0.303 -0.026
C -0.140 0.085 0.222 -0.280
N -0.672 1.246 0.293 0.025
O -2.017 1.203 0.619 -0.038
C 1.300 0.060 -1.118 -0.403
C 1.646 0.334 0.269 0.025
O 1.403 -1.124 -1.425 -0.017
H -1.398 -1.206 1.259 0.088
H -1.622 -1.398 -0.479 0.101
H -0.136 -2.023 0.252 0.081
H -2.227 2.137 0.772 0.104
H 0.945 0.853 -1.783 0.133
H 2.533 -0.312 0.483 0.126
H 1.624 1.187 0.924 0.081
```

***

The molecule C3H5ClN2. Source: the OMol25 dataset; level of theory: wB97M-V/def2-TZVPD.

Output
Multiplicity = 1
HOMO level = -9.7 eV
SMILES string = Cl[C@@H]1N=CCN1
Charge = 0
Largest force on an atom = 3.63 eV Å⁻¹
HOMO-LUMO gap = 10.67 eV
M = 104.540 g/mol

Geometry as XYZ:
```
11
Properties=species:S:1:pos:R:3:lowdin_charge:R:1
C -0.107 1.160 0.674 -0.210
C 0.763 0.663 -0.441 -0.192
C -0.581 -1.090 0.371 -0.679
N -0.851 0.331 1.244 0.082
N 0.560 -0.779 -0.387 -0.078
Cl -2.078 -1.371 -0.572 0.552
H -0.089 2.195 0.978 0.107
H 0.482 1.119 -1.397 0.116
H 1.816 0.897 -0.249 0.113
H -0.472 -1.908 1.076 0.082
H 0.556 -1.217 -1.298 0.106
```

***

The ion C9H14N2O with charge +2. Source: the OMol25 dataset; level of theory: wB97M-V/def2-TZVPD.

Output
Multiplicity = 1
HOMO level (alpha / beta) = -17.2 / -17.9 eV
Charge = +2
Largest force on an atom = 4.81 eV Å⁻¹
HOMO-LUMO gap (alpha / beta) = 7.24 / 7.54 eV
M = 166.224 g/mol

Geometry as XYZ:
```
26
Properties=species:S:1:pos:R:3:lowdin_charge:R:1
C -0.490 0.314 -0.386 -0.009
C -0.527 1.649 -0.713 -0.042
C -0.817 1.233 1.873 0.008
C -0.366 0.001 0.934 -0.044
C -1.596 2.260 -0.109 0.194
C 1.261 0.840 -2.152 0.090
C -1.052 0.499 -2.898 0.116
C 0.634 -2.173 0.548 0.020
C 0.587 -1.275 2.829 0.063
N -0.156 0.719 -1.699 -0.132
N 0.220 -1.104 1.406 -0.124
O -1.767 1.969 1.115 0.062
H -1.303 0.894 2.794 0.147
H 0.159 1.750 2.279 0.214
H 1.867 0.965 -1.351 0.081
H 1.473 -0.207 -2.583 0.158
H 1.450 1.597 -2.841 0.113
H -1.984 0.196 -2.654 0.089
H -1.009 1.431 -3.357 0.109
H -0.572 -0.238 -3.598 0.147
H -0.205 -2.869 0.745 0.143
H 0.688 -1.959 -0.537 0.109
H 1.618 -2.510 0.953 0.138
H 0.358 -2.336 3.056 0.134
H 1.609 -1.198 3.144 0.118
H -0.079 -0.449 3.199 0.099
```

***

A structure of composition C12H15BeNO5. Source: the OMol25 dataset; level of theory: wB97M-V/def2-TZVPD.

Output
Multiplicity = 1
HOMO level = -16.7 eV
Charge = +2
Largest force on an atom = 6.01 eV Å⁻¹
HOMO-LUMO gap = 7.76 eV
M = 262.266 g/mol

Geometry as XYZ:
```
34
Properties=species:S:1:pos:R:3:lowdin_charge:R:1
Be 0.097 0.260 -1.912 -0.048
O 0.148 3.178 -1.463 0.272
C 0.133 2.069 -1.790 0.187
C -0.100 -2.425 -2.981 0.054
O -0.070 -2.835 -1.908 0.096
C 1.716 -0.359 -2.419 0.121
O 2.844 -0.438 -2.589 0.288
C -1.559 -0.249 -2.507 0.103
O -2.715 -0.175 -2.482 0.271
C 0.116 0.729 -5.398 -0.079
H -0.792 1.358 -5.390 0.072
H 1.080 1.267 -5.368 0.071
C 0.054 -0.591 -5.503 -0.098
H 0.953 -1.214 -5.568 0.072
H -0.900 -1.125 -5.588 0.072
O -0.060 -0.089 -0.299 -0.069
C 0.164 -0.026 0.990 -0.299
C 0.340 1.245 1.789 -0.070
C -0.731 1.404 2.876 -0.167
C -0.401 0.683 4.185 -0.188
C -0.450 -0.838 4.025 -0.172
C 0.567 -1.423 3.047 -0.118
N 0.242 -1.184 1.617 0.140
H 1.332 1.180 2.270 0.148
H 0.366 2.120 1.136 0.111
H -0.864 2.474 3.071 0.129
H -1.693 1.028 2.510 0.128
H 0.559 1.011 4.610 0.129
H -1.140 0.963 4.947 0.128
H -0.242 -1.316 4.990 0.130
H -1.462 -1.159 3.731 0.130
H 1.566 -1.012 3.252 0.139
H 0.613 -2.518 3.141 0.140
H 0.290 -1.994 0.979 0.177
```

***

The molecule C7H9NOS. Source: the OMol25 dataset; level of theory: wB97M-V/def2-TZVPD.

Output
Multiplicity = 1
HOMO level = -8.1 eV
SMILES string = SC1(c2cc[nH]c2)COC1
Charge = 0
Largest force on an atom = 3.78 eV Å⁻¹
HOMO-LUMO gap = 8.89 eV
M = 155.222 g/mol

Geometry as XYZ:
```
19
Properties=species:S:1:pos:R:3:lowdin_charge:R:1
C -1.454 0.450 0.704 -0.057
C -1.940 -0.212 1.810 -0.130
C -0.055 -1.301 1.219 -0.068
C -0.278 -0.225 0.319 -0.287
C 2.083 0.310 -0.684 -0.177
C 0.547 1.459 -1.439 -0.197
C 0.566 0.101 -0.868 -0.644
N -0.999 -1.141 2.193 -0.005
O 1.990 1.595 -1.345 -0.087
S 0.313 -1.297 -2.132 0.764
H -1.789 1.373 0.188 0.113
H -2.942 -0.208 2.338 0.131
H 0.901 -1.846 1.123 0.131
H 2.424 0.251 0.357 0.118
H 2.792 -0.416 -1.160 0.119
H 0.111 1.709 -2.385 0.108
H 0.015 2.302 -0.838 0.144
H -1.282 -1.853 2.874 0.155
H -1.001 -1.052 -2.274 -0.131
```